Run A
This record from the OMol25 dataset describes a single C4H6FNOS molecule. The level of theory is ωB97M-V/def2-TZVPD.

Geometry (Å):
O1 -1.845 0.998 1.348
N1 -0.648 1.690 1.281
C1 0.324 0.921 1.030
C2 0.253 -0.573 0.866
F1 1.480 -1.095 1.263
C3 -0.014 -1.046 -0.543
C4 -0.935 -0.319 -1.439
S1 0.804 -0.218 -1.929
H1 -2.475 1.668 1.615
H2 1.317 1.383 0.931
H3 -0.530 -0.976 1.535
H4 0.011 -2.136 -0.624
H5 -1.400 0.600 -1.073
H6 -1.583 -0.906 -2.117

Kohn-Sham gap in hartree: 0.359
LUMO in eV: 0.721
E_HOMO in eV: -9.05
SMILES: O/N=C\[C@H](F)[C@H]1CS1

Mulliken population analysis, charges in e, atoms 1 to 6: -0.38, -0.46, -0.22, 0.32, -0.32, -0.17



Run B
This record from the OMol25 dataset describes a single C4H6FNOS molecule. The level of theory is ωB97M-V/def2-TZVPD.

Geometry (Å):
C1 1.764 -0.582 -2.140
O1 0.357 -0.264 -2.166
C2 -0.432 -0.235 -1.093
N1 -1.676 -0.545 -1.526
C3 -0.025 0.146 0.145
F1 1.200 0.691 0.203
C4 -0.746 -0.115 1.383
S1 -0.357 0.517 2.817
H1 1.956 -1.221 -1.275
H2 2.301 0.373 -2.251
H3 2.067 -1.044 -3.108
H4 -1.883 -0.597 -2.503
H5 -2.458 -0.485 -0.861
H6 -1.558 -0.865 1.339

Kohn-Sham gap in hartree: 0.293
LUMO in eV: -0.046
E_HOMO in eV: -8.01
SMILES: CO/C(N)=C(\F)C=S

Mulliken population analysis, charges in e, atoms 1 to 6: -0.64, -0.44, 0.54, -0.41, 0.51, -0.27



Relative energies, unit eV: run A 0.427; run B 0.000



Run A
This record from the OMol25 dataset describes C19H23BrIrN5O3PS as an isolated structure. The level of theory is ωB97M-V/def2-TZVPD.

Geometry (Å):
Ir1 0.964 -0.905 0.364
C1 0.863 -1.387 6.076
C2 1.602 -1.425 4.781
C3 2.989 -1.578 4.710
C4 3.644 -1.674 3.487
C5 2.866 -1.614 2.362
Br1 3.527 -1.805 0.592
N1 1.544 -1.430 2.392
C6 0.920 -1.326 3.569
H1 1.547 -1.400 6.921
H2 0.205 -2.254 6.164
H3 0.224 -0.507 6.152
H4 3.567 -1.634 5.624
H5 4.717 -1.799 3.417
H6 -0.151 -1.163 3.547
C7 -3.667 -0.454 -2.081
N2 -2.468 -0.289 -3.024
C8 -2.331 -1.567 -3.861
N3 -2.226 -2.696 -3.000
C9 -3.397 -2.821 -2.134
N4 -3.503 -1.629 -1.293
C10 -2.485 -1.557 -0.272
P1 -0.802 -1.426 -1.095
C11 -1.222 -0.024 -2.250
C12 -0.965 -2.845 -2.322
H7 -4.564 -0.530 -2.695
H8 -3.736 0.436 -1.457
H9 -2.642 0.499 -3.655
H10 -1.450 -1.471 -4.496
H11 -3.217 -1.645 -4.490
H12 -3.316 -3.714 -1.516
H13 -4.294 -2.915 -2.745
H14 -2.521 -2.454 0.348
H15 -2.635 -0.689 0.373
H16 -0.387 0.168 -2.926
H17 -1.358 0.881 -1.653
H18 -0.931 -3.797 -1.791
H19 -0.134 -2.821 -3.029
O1 1.212 1.207 -2.768
C13 1.526 1.607 -1.671
N5 1.807 0.827 -0.576
S1 1.571 1.663 0.844
O2 0.210 1.152 1.182
O3 2.571 1.341 1.804
C14 1.560 3.265 0.117
C15 1.565 4.525 0.677
C16 1.623 5.598 -0.208
C17 1.687 5.402 -1.583
C18 1.666 4.122 -2.135
C19 1.595 3.053 -1.264
H20 1.532 4.680 1.747
H21 1.626 6.604 0.191
H22 1.755 6.256 -2.244
H23 1.714 3.962 -3.203

Kohn-Sham gap (spin up / spin down) in hartree: 0.212 / 0.213
LUMO (spin up / spin down) in eV: -12.086 / -12.041
E_HOMO (spin up / spin down) in eV: -17.85 / -17.85
Charge: +3

Mulliken population analysis, charges in e, atoms 1 to 6: 0.25, -1.40, 0.44, -0.32, -0.68, 0.65



Run B
This record from the OMol25 dataset describes C19H23BrIrN5O3PS as an isolated structure. The level of theory is ωB97M-V/def2-TZVPD.

Geometry (Å):
Ir1 1.420 -0.457 -0.665
C1 -0.149 3.347 -4.363
C2 0.753 2.217 -3.950
C3 1.839 1.807 -4.718
C4 2.650 0.746 -4.318
C5 2.314 0.145 -3.142
Br1 3.190 -1.309 -2.334
N1 1.291 0.509 -2.380
C6 0.514 1.536 -2.764
H1 0.154 3.769 -5.317
H2 -0.136 4.141 -3.615
H3 -1.182 3.008 -4.445
H4 2.067 2.318 -5.646
H5 3.496 0.412 -4.902
H6 -0.297 1.810 -2.102
C7 -2.580 -3.681 1.116
N2 -2.327 -2.311 1.801
C8 -3.380 -1.309 1.264
N3 -3.324 -1.266 -0.151
C9 -3.582 -2.579 -0.743
N4 -2.561 -3.520 -0.291
C10 -1.245 -3.283 -0.867
P1 -0.629 -1.630 -0.284
C11 -0.930 -1.827 1.536
C12 -2.137 -0.618 -0.688
H7 -3.555 -4.031 1.450
H8 -1.810 -4.371 1.456
H9 -2.452 -2.414 2.811
H10 -3.164 -0.337 1.704
H11 -4.355 -1.655 1.603
H12 -3.565 -2.509 -1.828
H13 -4.564 -2.932 -0.434
H14 -1.298 -3.281 -1.955
H15 -0.549 -4.069 -0.570
H16 -0.779 -0.861 2.022
H17 -0.211 -2.529 1.959
H18 -2.225 -0.513 -1.771
H19 -2.012 0.376 -0.255
O1 2.198 -1.109 1.434
C13 2.546 0.080 1.591
N5 2.640 0.811 0.451
S1 1.608 2.053 0.734
O2 1.773 3.176 -0.104
O3 0.338 1.232 0.538
C14 1.987 2.173 2.432
C15 1.773 3.187 3.339
C16 2.201 2.948 4.645
C17 2.789 1.739 5.007
C18 2.969 0.707 4.082
C19 2.566 0.939 2.787
H20 1.306 4.123 3.059
H21 2.070 3.722 5.389
H22 3.116 1.596 6.027
H23 3.428 -0.230 4.366

Kohn-Sham gap (spin up / spin down) in hartree: 0.244 / 0.244
LUMO (spin up / spin down) in eV: -11.045 / -11.043
E_HOMO (spin up / spin down) in eV: -17.68 / -17.67
Charge: +3

Mulliken population analysis, charges in e, atoms 1 to 6: 0.97, -1.41, 0.18, -0.32, -0.72, 0.34



Relative energies, unit eV: run A 1.451; run B 0.000